[1]
The following is a DFT calculation (the ωB97M-V functional and the def2-TZVPD basis) of a cluster of 3 separate species, C2H7S in total.

Cartesian coordinates (Å):
1 C -2.099 -2.446 0.757
2 H -1.288 -2.115 0.161
3 H -2.947 -2.483 0.191
4 H -2.187 -1.804 1.680
5 H -1.954 -3.442 1.231
6 C 1.909 2.619 -1.423
7 S 2.682 1.967 1.114
8 H 1.782 3.533 -0.842
9 H 2.903 2.306 -1.455
10 H 1.197 1.865 -1.413

Output
Energy above the lowest of the compared OMol25 structures with the same formula, charge and spin   340.2 kJ/mol
Multiplicity   1
Frontier orbital gap   6.11 eV
Calculated total energy   -478.47954 hartree
Charge   -1

Results of the Löwdin charge analysis, in e, for atoms 1 through 2: number 1, C, carries -0.042; number 2, H, carries 0.007



[2]
The following is a DFT calculation (the ωB97M-V functional and the def2-TZVPD basis) of an isolated molecule of C3H5NO2.

Cartesian coordinates (Å):
1 C 0.376 1.678 0.324
2 C 0.238 0.192 0.432
3 N 0.939 -0.528 1.184
4 O -0.809 -0.232 -0.415
5 C -0.862 -1.481 -0.922
6 O -0.049 -2.355 -0.783
7 H -0.563 2.174 0.586
8 H 0.618 1.949 -0.709
9 H 1.174 2.013 0.987
10 H 0.729 -1.520 1.094
11 H -1.783 -1.566 -1.515

Output
Energy above the lowest of the compared OMol25 structures with the same formula, charge and spin   78.5 kJ/mol
Multiplicity   1
Frontier orbital gap   11.33 eV
Calculated total energy   -322.54442 hartree

Results of the Löwdin charge analysis, in e, for atoms 1 through 2: number 1, C, carries -0.017; number 2, C, carries -0.443



[3]
The following is a DFT calculation (the ωB97M-V functional and the def2-TZVPD basis) of a structure of composition C20H27Br3Cl3F11MgN3O9S.

Cartesian coordinates (Å):
1 N 0.028 1.863 7.499
2 C -0.457 1.322 6.460
3 C -0.287 -0.170 6.320
4 N -1.516 -1.038 6.446
5 C -1.557 -1.914 7.594
6 F -2.561 -2.810 7.481
7 F -0.396 -2.650 7.566
8 C -1.667 -1.255 9.036
9 F -1.782 0.057 8.907
10 F -2.787 -1.719 9.645
11 C -0.477 -1.531 10.003
12 F -0.701 -0.770 11.089
13 F 0.665 -1.142 9.442
14 C -0.345 -3.030 10.484
15 F 0.888 -3.474 10.275
16 F -0.619 -3.137 11.776
17 F -1.192 -3.838 9.821
18 S -2.880 -0.390 5.797
19 O -2.527 0.038 4.487
20 O -3.624 0.404 6.704
21 F -3.714 -1.699 5.606
22 H 0.006 2.880 7.470
23 H -0.881 1.870 5.609
24 H 0.427 -0.491 7.080
25 H 0.148 -0.404 5.342
26 O -0.174 -5.484 6.288
27 H -1.005 -5.819 6.647
28 H -0.076 -4.608 6.687
29 C -3.624 -3.566 3.225
30 Br -2.788 -2.600 1.794
31 Br -4.946 -4.800 2.593
32 Br -2.305 -4.459 4.334
33 H -4.116 -2.846 3.859
34 F 2.285 2.741 7.186
35 Mg 0.049 -3.587 3.961
36 C -2.575 0.690 -1.853
37 C -1.897 -0.565 -2.364
38 O -0.907 -1.056 -1.462
39 H -1.831 1.464 -1.665
40 H -3.298 1.067 -2.577
41 H -3.102 0.492 -0.915
42 H -1.363 -0.355 -3.288
43 H -2.633 -1.351 -2.571
44 H -1.341 -1.269 -0.632
45 C -3.922 2.706 2.430
46 Cl -2.744 2.737 1.118
47 Cl -3.220 3.270 3.936
48 Cl -5.362 3.641 2.003
49 H -4.227 1.678 2.574
50 C 1.487 -0.390 -3.757
51 C 0.994 0.831 -4.351
52 C 1.422 1.088 -5.781
53 O 1.019 2.045 -6.414
54 C 2.354 0.155 -6.365
55 C 2.860 -1.059 -5.774
56 C 2.343 -1.380 -4.382
57 O 2.642 -2.407 -3.810
58 O 3.643 -1.801 -6.336
59 O 0.267 1.602 -3.755
60 H 1.180 -0.623 -2.740
61 H 2.682 0.417 -7.368
62 C 4.041 3.888 -11.549
63 C 4.490 2.513 -11.066
64 C 3.332 1.580 -10.689
65 O 2.724 1.866 -9.448
66 C 1.722 2.872 -9.464
67 N 5.455 2.683 -9.978
68 H 3.714 4.515 -10.720
69 H 4.870 4.400 -12.036
70 H 3.220 3.809 -12.264
71 H 5.015 2.027 -11.894
72 H 3.732 0.567 -10.591
73 H 2.575 1.559 -11.485
74 H 1.149 2.843 -10.397
75 H 2.145 3.871 -9.330
76 H 1.060 2.669 -8.628
77 H 5.849 1.781 -9.727
78 H 4.947 2.984 -9.151

Output
Multiplicity   1
Frontier orbital gap   1.33 eV
Calculated total energy   -12418.88421 hartree
Charge   -1

Results of the Löwdin charge analysis, in e, for atoms 1 through 2: number 1, N, carries 0.107; number 2, C, carries -0.259



[4]
The following is a DFT calculation (the ωB97M-V functional and the def2-TZVPD basis) of a cluster of 2 separate species, C5H7NOS in total.

Cartesian coordinates (Å):
1 C -0.799 -0.723 2.617
2 C 2.442 -0.430 -1.464
3 C 0.395 0.521 0.858
4 C 2.140 0.035 -2.668
5 C -0.765 -0.050 1.398
6 N -0.816 -1.254 3.634
7 O 1.844 -0.778 -3.782
8 S -2.361 0.404 0.776
9 H 2.371 -1.482 -1.210
10 H 2.467 0.323 -0.555
11 H 0.423 1.093 -0.074
12 H 1.362 0.446 1.229
13 H 2.088 1.160 -2.712
14 H 1.661 -1.756 -3.674
15 H -1.749 1.351 -0.092

Output
Energy above the lowest of the compared OMol25 structures with the same formula, charge and spin   350.4 kJ/mol
Multiplicity   1
Frontier orbital gap   9.00 eV
Calculated total energy   -722.78460 hartree

Results of the Löwdin charge analysis, in e, for atoms 1 through 2: number 1, C, carries -0.310; number 2, C, carries -0.038



[5]
The following is a DFT calculation (the ωB97M-V functional and the def2-TZVPD basis) of the ion C5H12NO with charge +1.

Cartesian coordinates (Å):
1 C 0.104 0.823 1.424
2 C 2.514 0.444 -0.400
3 C -1.913 -1.145 -0.535
4 C 1.270 -0.512 -0.252
5 C -1.336 0.238 -0.496
6 N 0.056 0.109 0.347
7 O -2.078 1.182 0.077
8 H -0.784 1.262 1.860
9 H 1.026 0.804 2.084
10 H 2.165 1.468 -0.957
11 H 2.900 0.652 0.639
12 H 3.315 0.066 -1.037
13 H -2.389 -1.283 0.453
14 H -1.083 -1.808 -0.565
15 H -2.601 -1.345 -1.391
16 H 1.411 -1.377 0.487
17 H 0.888 -1.030 -1.147
18 H -0.920 0.507 -1.482
19 H -2.543 0.946 0.892

Output
Energy above the lowest of the compared OMol25 structures with the same formula, charge and spin   150.8 kJ/mol
Multiplicity   1
Frontier orbital gap   11.40 eV
Calculated total energy   -327.40215 hartree
Charge   +1

Results of the Löwdin charge analysis, in e, for atoms 1 through 2: number 1, C, carries 0.176; number 2, C, carries -0.055



[6]
The following is a DFT calculation (the ωB97M-V functional and the def2-TZVPD basis) of a structure of composition C51H74BN2NaO6PSb.

Cartesian coordinates (Å):
1 Na 0.331 0.718 -0.648
2 C 1.141 2.933 4.417
3 C 0.309 2.549 3.194
4 C 0.319 3.714 2.197
5 P 0.773 0.979 2.258
6 C -0.046 -0.350 3.303
7 C -0.133 -0.204 4.821
8 C 0.548 -1.706 2.917
9 C 2.572 0.811 2.506
10 C 3.215 0.611 3.725
11 C 4.596 0.557 3.870
12 C 5.246 0.392 5.222
13 C 5.357 0.733 2.708
14 C 4.779 0.924 1.474
15 C 3.356 0.953 1.300
16 N 2.750 1.151 0.127
17 C 3.438 1.199 -1.079
18 C 3.511 2.431 -1.764
19 C 3.068 3.684 -1.055
20 C 4.044 2.491 -3.048
21 C 4.545 1.363 -3.685
22 C 5.122 1.439 -5.077
23 C 4.511 0.160 -2.987
24 C 3.976 0.052 -1.707
25 C 3.918 -1.280 -1.013
26 H 0.794 3.897 4.810
27 H 2.193 3.038 4.145
28 H 1.076 2.200 5.222
29 H -0.726 2.372 3.514
30 H 1.345 3.912 1.864
31 H -0.068 4.631 2.660
32 H -0.271 3.486 1.308
33 H -1.072 -0.315 2.917
34 H 0.851 -0.248 5.293
35 H -0.725 -1.031 5.232
36 H -0.616 0.728 5.119
37 H 1.591 -1.771 3.242
38 H 0.534 -1.848 1.834
39 H -0.011 -2.525 3.383
40 H 2.616 0.491 4.622
41 H 4.553 -0.059 5.938
42 H 5.571 1.350 5.647
43 H 6.130 -0.251 5.168
44 H 6.443 0.718 2.785
45 H 5.400 1.063 0.595
46 H 3.831 4.004 -0.338
47 H 2.164 3.501 -0.474
48 H 2.892 4.503 -1.757
49 H 4.076 3.452 -3.560
50 H 4.770 2.332 -5.598
51 H 4.835 0.568 -5.671
52 H 6.216 1.476 -5.061
53 H 4.894 -0.738 -3.468
54 H 4.082 -2.094 -1.724
55 H 2.942 -1.422 -0.543
56 H 4.671 -1.351 -0.222
57 O -0.316 0.928 -2.827
58 C 0.163 1.887 -3.392
59 C 0.085 3.281 -2.958
60 C 0.493 4.252 -3.845
61 C 0.402 5.594 -3.522
62 C -0.092 5.984 -2.254
63 C -0.488 5.048 -1.353
64 C -0.436 3.630 -1.647
65 O -0.812 2.769 -0.824
66 N 0.796 6.588 -4.479
67 O 0.661 7.770 -4.186
68 O 1.223 6.227 -5.568
69 H 0.711 1.740 -4.348
70 H 0.888 3.968 -4.815
71 H -0.132 7.039 -2.023
72 H -0.848 5.337 -0.372
73 C -3.557 3.553 0.783
74 C -4.222 2.190 0.998
75 C -5.734 2.384 1.003
76 C -3.766 1.655 2.357
77 Sb -3.293 0.770 -0.474
78 C -4.271 1.289 -2.403
79 C -3.807 2.705 -2.752
80 C -3.685 0.336 -3.453
81 C -5.795 1.221 -2.435
82 C -4.340 -1.133 0.085
83 C -4.353 -2.045 -1.143
84 C -3.411 -1.762 1.132
85 C -5.755 -1.050 0.649
86 H -3.780 4.207 1.641
87 H -3.928 4.053 -0.114
88 H -2.471 3.466 0.687
89 H -5.998 3.100 1.799
90 H -6.283 1.465 1.195
91 H -6.091 2.806 0.062
92 H -4.101 2.333 3.157
93 H -2.674 1.586 2.411
94 H -4.176 0.666 2.573
95 H -2.717 2.762 -2.811
96 H -4.141 3.448 -2.025
97 H -4.213 2.993 -3.734
98 H -2.598 0.242 -3.361
99 H -3.905 0.731 -4.457
100 H -4.114 -0.664 -3.393
101 H -6.249 2.035 -1.870
102 H -6.179 0.277 -2.043
103 H -6.142 1.312 -3.476
104 H -3.369 -2.113 -1.616
105 H -5.086 -1.714 -1.884
106 H -4.640 -3.063 -0.832
107 H -2.426 -1.970 0.707
108 H -3.840 -2.714 1.484
109 H -3.265 -1.121 2.006
110 H -6.434 -0.477 0.013
111 H -5.770 -0.609 1.649
112 H -6.167 -2.069 0.737
113 C 2.766 -7.821 -0.605
114 C 1.472 -7.702 0.214
115 C 0.656 -8.977 -0.002
116 C 1.827 -7.611 1.704
117 C 0.707 -6.446 -0.214
118 C -0.587 -6.495 -0.721
119 C -1.279 -5.337 -1.114
120 C -0.638 -4.129 -0.982
121 O -1.069 -2.872 -1.270
122 B -0.024 -1.904 -0.920
123 O 1.052 -2.768 -0.432
124 C 0.654 -4.065 -0.474
125 C 1.339 -5.193 -0.092
126 H 3.298 -8.745 -0.351
127 H 3.437 -6.980 -0.418
128 H 2.537 -7.835 -1.674
129 H 1.240 -9.842 0.326
130 H 0.408 -9.117 -1.057
131 H -0.274 -8.960 0.572
132 H 2.400 -8.491 2.019
133 H 0.918 -7.554 2.308
134 H 2.423 -6.721 1.917
135 H -1.096 -7.445 -0.822
136 H -2.289 -5.392 -1.505
137 H 2.348 -5.095 0.297

Output
Energy above the lowest of the compared OMol25 structures with the same formula, charge and spin   37.9 kJ/mol
Multiplicity   1
Frontier orbital gap   5.12 eV
Calculated total energy   -3317.52083 hartree
Charge   -2

Results of the Löwdin charge analysis, in e, for atoms 1 through 2: number 1, Na, carries 0.043; number 2, C, carries -0.130



no.,LUMO (eV)
1,3.40
2,0.85
3,-2.85
4,-0.23
5,-4.61
6,3.65